Record 1
This record from the Open Molecules 2025 dataset describes a structure of composition C21H29FN2O2 at a distorted geometry. The level of theory is ωB97M-V/def2-TZVPD.

The geometry in XYZ format:
```
55
C21H29FN2O2 (ωB97M-V/def2-TZVPD)
O -0.797 2.024 2.394
C -0.880 0.744 2.216
N -2.018 -0.032 2.161
H -1.816 -1.040 1.990
C -3.177 0.403 1.837
H -3.621 0.415 2.901
C -3.864 0.111 0.785
C -3.557 0.244 -0.511
C -2.218 -0.378 -0.993
C -1.111 0.706 -1.103
H -0.126 0.148 -0.854
H -0.999 1.258 -0.084
C -1.233 1.380 -2.559
H -1.719 2.492 -2.109
H -0.263 1.520 -2.851
C -2.053 0.735 -3.272
H -3.102 1.170 -3.570
H -1.649 0.525 -4.285
C -2.463 -0.746 -2.413
H -1.478 -1.262 -2.656
H -3.232 -1.285 -2.747
H -1.912 -1.010 -0.274
H -4.379 0.141 -1.090
H -3.398 1.617 -0.488
H -5.084 0.029 1.181
H -4.069 -1.140 0.964
H -3.018 1.628 1.718
C 0.492 -0.109 2.367
C 1.144 -0.326 3.611
C 2.286 -1.210 3.478
C 3.222 -1.011 2.483
O 4.326 -1.704 2.239
N 2.859 0.017 1.530
C 1.712 0.734 1.448
H 1.423 1.043 0.498
H 1.733 1.708 2.341
C 3.692 0.095 0.335
C 3.075 0.105 -0.889
C 2.925 0.713 -1.962
C 2.351 0.411 -3.014
C 1.648 -0.754 -3.332
C 1.960 -1.589 -2.075
C 2.593 -1.405 -1.063
H 2.669 -2.085 -0.342
H 1.465 -2.880 -2.179
H 1.027 -1.211 -4.241
H 2.129 1.098 -4.101
F 3.349 2.003 -2.103
H 3.931 1.224 0.390
H 4.776 -0.287 0.580
H 2.841 -1.292 4.482
H 1.994 -2.386 3.403
H 0.071 -1.046 4.198
H 1.220 0.607 4.073
H 0.324 -0.860 1.557
```

Properties
Energy above the lowest of the compared OMol25 structures with the same formula, charge and spin = 2176.7 kJ/mol
LUMO level = 0.150 eV
HOMO level = -8.575 eV

Löwdin atomic charge list, values in e, 4 entries: -0.011 -0.344 0.039 0.175

Record 2
This record from the Open Molecules 2025 dataset describes a structure of composition C21H29N3O2PPdS at a distorted geometry. The level of theory is ωB97M-V/def2-TZVPD.

The geometry in XYZ format:
```
58
C21H29N3O2PPdS (ωB97M-V/def2-TZVPD)
Pd -0.168 0.880 1.296
O 2.006 4.348 1.103
C 1.593 3.228 1.171
N 0.277 2.820 0.851
C -0.731 3.735 0.524
O -0.702 4.961 0.494
C -2.010 3.012 0.141
C -2.979 3.696 -0.594
C -4.103 2.950 -0.976
C -4.229 1.609 -0.635
C -3.221 1.022 0.073
N -2.178 1.718 0.511
C 2.519 2.117 1.553
C 3.845 2.499 1.716
C 4.649 1.603 2.413
C 4.109 0.473 2.991
C 2.747 0.118 2.641
N 1.990 0.982 1.989
H -2.802 4.723 -0.897
H -4.888 3.385 -1.583
H -5.049 1.017 -1.020
H -3.272 0.028 0.369
H 4.112 3.484 1.383
H 5.759 1.713 2.453
H 4.688 -0.283 3.525
H 2.373 -0.805 2.915
S -1.100 -0.153 2.978
C -2.089 -2.553 0.994
C -1.636 -2.056 -0.332
C -1.620 -3.172 -1.326
P -0.130 -0.970 -0.362
C 1.387 -1.989 -0.045
C 1.784 -2.910 -1.139
C 1.274 -2.800 1.248
C -0.035 -0.502 -2.147
C -1.244 0.184 -2.724
C 1.223 0.275 -2.279
H -3.050 -3.079 0.751
H -2.368 -1.767 1.675
H -1.469 -3.212 1.542
H -2.351 -1.315 -0.693
H -1.058 -4.043 -0.856
H -1.134 -2.945 -2.259
H -2.526 -3.601 -1.724
H 2.160 -1.237 0.261
H 2.450 -3.645 -0.676
H 2.369 -2.378 -1.908
H 0.885 -3.262 -1.695
H 0.809 -3.800 1.161
H 0.655 -2.284 1.994
H 2.239 -3.049 1.658
H 0.065 -1.402 -2.669
H -1.036 1.255 -2.709
H -2.157 -0.110 -2.183
H -1.252 -0.101 -3.780
H 1.274 1.258 -1.763
H 1.238 0.594 -3.342
H 2.109 -0.263 -2.058
```

Properties
⟨S²⟩ = 6.018
Energy above the lowest of the compared OMol25 structures with the same formula, charge and spin = 14.0 kJ/mol
LUMO level (spin up / spin down) = -3.080 / -5.567 eV
HOMO level (spin up / spin down) = -11.422 / -12.180 eV
Total charge = +1
2S+1 = 5

Löwdin atomic charge list, values in e, 4 entries: 0.586 0.142 -0.432 -0.012

Record 3
This record from the Open Molecules 2025 dataset describes an isolated molecule of C21H29N3O3S. The level of theory is ωB97M-V/def2-TZVPD.

The geometry in XYZ format:
```
57
C21H29N3O3S (ωB97M-V/def2-TZVPD)
C -0.017 -4.325 5.510
C -1.354 -3.765 5.029
O -1.471 -3.674 3.628
C -0.653 -2.693 3.030
C -1.099 -2.516 1.581
C -0.195 -1.541 0.830
N -0.259 -0.208 1.382
C 0.737 0.339 2.098
O 1.795 -0.208 2.336
C 0.449 1.793 2.506
N 0.554 2.636 1.333
C -0.463 2.770 0.447
S -2.031 2.455 0.921
N -0.169 3.233 -0.788
C -1.200 3.339 -1.812
C -1.126 2.171 -2.760
C -0.556 2.299 -4.020
C -0.423 1.199 -4.846
C -0.851 -0.057 -4.434
C -0.702 -1.241 -5.340
C -1.430 -0.179 -3.178
C -1.567 0.920 -2.351
C 1.205 3.348 -1.253
C 1.961 2.054 -1.164
C 3.176 1.747 -0.619
C 3.354 0.355 -0.810
C 2.235 -0.077 -1.448
O 1.388 0.941 -1.667
H 0.191 -5.267 5.009
H -0.062 -4.498 6.582
H 0.794 -3.631 5.305
H -2.166 -4.432 5.329
H -1.525 -2.776 5.483
H 0.404 -2.993 3.053
H -0.747 -1.741 3.576
H -1.072 -3.489 1.090
H -2.131 -2.160 1.567
H -0.490 -1.495 -0.223
H 0.847 -1.862 0.899
H -1.121 0.313 1.267
H 1.192 2.117 3.235
H -0.555 1.893 2.923
H 1.495 2.694 0.972
H -2.165 3.357 -1.302
H -1.061 4.286 -2.342
H -0.220 3.268 -4.365
H 0.023 1.315 -5.823
H -1.408 -1.170 -6.167
H -0.895 -2.168 -4.806
H 0.301 -1.279 -5.762
H -1.779 -1.146 -2.843
H -2.022 0.811 -1.378
H 1.159 3.667 -2.297
H 1.741 4.119 -0.686
H 3.862 2.423 -0.149
H 4.193 -0.232 -0.500
H 1.929 -1.045 -1.789
```

Properties
Energy above the lowest of the compared OMol25 structures with the same formula, charge and spin = 215.1 kJ/mol
LUMO level = 0.648 eV
HOMO level = -8.334 eV
SMILES string = CCOCCCNC(=O)CNC(=S)N(Cc1ccc(C)cc1)Cc1ccco1

Löwdin atomic charge list, values in e, 4 entries: -0.078 -0.281 -0.155 -0.235

Record 4
This record from the Open Molecules 2025 dataset describes an isolated molecule of C21H29N3O4S at a distorted geometry. The level of theory is ωB97M-V/def2-TZVPD.

The geometry in XYZ format:
```
58
C21H29N3O4S (ωB97M-V/def2-TZVPD)
C -4.748 -2.823 1.023
C -3.819 -1.616 1.122
N -4.587 -0.378 1.121
C -3.947 0.731 1.797
C -2.783 1.328 0.995
N -3.297 1.784 -0.283
C -2.421 2.632 -1.053
C -1.263 1.961 -1.830
N -0.294 1.318 -0.980
C -0.208 -0.025 -0.858
O -0.884 -0.813 -1.499
C 0.798 -0.468 0.120
C 1.200 -1.730 0.471
C 2.220 -1.567 1.431
C 2.367 -0.217 1.613
C 3.348 0.580 2.360
S 4.429 1.405 1.086
O 3.707 2.545 0.587
O 5.706 1.651 1.696
C 4.612 0.088 -0.132
C 5.421 -0.938 0.331
C 5.582 -2.090 -0.412
C 4.912 -2.212 -1.621
C 4.120 -1.179 -2.081
C 3.955 0.000 -1.352
C 3.120 1.097 -1.930
O 1.508 0.452 0.821
C -3.887 0.683 -1.026
C -5.016 0.061 -0.193
H -4.179 -3.740 1.156
H -5.239 -2.864 0.055
H -5.512 -2.764 1.794
H -3.280 -1.669 2.072
H -3.074 -1.664 0.314
H -4.706 1.507 1.938
H -3.597 0.403 2.778
H -1.999 0.561 0.893
H -2.365 2.183 1.531
H -3.039 3.151 -1.794
H -2.006 3.383 -0.373
H -1.657 1.193 -2.497
H -0.761 2.729 -2.427
H 0.276 1.896 -0.381
H 0.808 -2.646 0.081
H 2.767 -2.341 1.928
H 3.979 -0.027 2.998
H 2.898 1.401 2.914
H 5.929 -0.801 1.272
H 6.216 -2.887 -0.054
H 5.016 -3.111 -2.209
H 3.608 -1.274 -3.027
H 2.932 1.877 -1.202
H 2.177 0.696 -2.300
H 3.647 1.538 -2.776
H -3.146 -0.094 -1.274
H -4.300 1.077 -1.958
H -5.798 0.812 -0.042
H -5.447 -0.783 -0.732
```

Properties
Energy above the lowest of the compared OMol25 structures with the same formula, charge and spin = 284.5 kJ/mol
LUMO level = 0.487 eV
HOMO level = -7.741 eV
SMILES string = CCN1CCN(CCNC(=O)c2ccc(CS(=O)(=O)c3ccccc3C)o2)CC1

Löwdin atomic charge list, values in e, 4 entries: -0.086 -0.257 -0.179 -0.176

- Among the records above, which one has the highest energy above the lowest of the compared OMol25 structures with the same formula, charge and spin?
  C21H29FN2O2